Entry 1:
{"formula": "CH2O3P2", "method": "ωB97M-V/def2-TZVPD", "species": ["C", "O", "O", "O", "P", "P", "H", "H"], "xyz": [[1.02208, -0.08548, 0.01091], [-1.19492, 1.28475, 1.34126], [-1.27053, -1.16901, 0.03180], [-1.36324, 0.99095, -1.25614], [-0.84599, 0.68525, 0.04904], [0.26344, -1.73525, 0.15295], [1.46782, -0.01067, -1.05033], [1.92134, 0.03947, 0.72049]], "homo_ev": -10.8552, "homo_lumo_gap_ev": 7.981, "de_lowest_kj_mol": 86.08}



Entry 2:
{"formula": "C3H8INO2", "method": "ωB97M-V/def2-TZVPD", "species": ["C", "C", "C", "N", "O", "O", "I", "H", "H", "H", "H", "H", "H", "H", "H"], "xyz": [[0.57467, -2.49299, 0.81315], [-1.64604, 1.35921, -1.02932], [-0.13656, 2.15814, 0.60280], [0.57787, -1.44014, -0.17692], [0.96325, 2.28405, 1.05894], [-0.34347, 1.70433, -0.61279], [2.12448, -0.28908, -0.31573], [-0.48136, -2.73187, 0.98226], [1.06195, -3.40585, 0.44485], [1.03018, -2.23485, 1.77074], [-2.39918, 1.73243, -0.32938], [-1.70031, 0.26954, -1.09113], [-1.81070, 1.79278, -2.01613], [-1.05629, 2.41585, 1.17026], [3.24150, -1.12154, -1.27160]], "homo_ev": -7.9189, "homo_lumo_gap_ev": 8.352, "de_lowest_kj_mol": 328.36}



Entry 3:
{"formula": "C21H42NO3P3Zr", "method": "ωB97M-V/def2-TZVPD", "species": ["P", "C", "H", "H", "H", "C", "H", "H", "H", "C", "H", "H", "H", "P", "C", "H", "H", "H", "C", "H", "H", "H", "C", "H", "H", "H", "P", "C", "H", "H", "H", "C", "H", "H", "H", "C", "H", "H", "H", "Zr", "C", "O", "C", "O", "C", "C", "C", "C", "C", "C", "H", "H", "H", "H", "H", "H", "C", "N", "C", "C", "C", "O", "H", "H", "H", "H", "H", "H", "H", "H", "H"], "xyz": [[2.69365, -0.23754, -0.27072], [3.42192, -0.49209, 1.38127], [4.52178, -0.52271, 1.30091], [3.08045, -1.45294, 1.80508], [3.14819, 0.34246, 2.05321], [3.27890, -1.76450, -1.10926], [3.18403, -1.65914, -2.19776], [2.67323, -2.61357, -0.73516], [4.33757, -1.90849, -0.86961], [3.81901, 1.05453, -0.93289], [4.84705, 0.66007, -0.92642], [3.76720, 1.94001, -0.28794], [3.52326, 1.30484, -1.96798], [-0.87215, 3.04632, -0.66676], [-0.95883, 4.13836, 0.78336], [-1.44731, 5.09741, 0.50289], [0.06070, 4.37618, 1.14779], [-1.56349, 3.67388, 1.59003], [0.09656, 4.11351, -1.80497], [-0.01422, 3.76281, -2.84248], [1.15656, 4.11565, -1.48556], [-0.31978, 5.13346, -1.75130], [-2.57151, 3.25577, -1.32443], [-2.73572, 4.33089, -1.52070], [-3.30365, 2.91316, -0.58541], [-2.67377, 2.69647, -2.26620], [-2.20196, -1.57978, -0.23974], [-2.99729, -1.90192, 1.36854], [-3.60167, -2.82383, 1.31268], [-3.67143, -1.06524, 1.62372], [-2.23213, -2.03500, 2.15657], [-3.66678, -1.52685, -1.35146], [-4.34304, -2.34994, -1.08264], [-3.34426, -1.66946, -2.39765], [-4.17020, -0.54694, -1.21408], [-1.49441, -3.24348, -0.58505], [-2.31287, -3.96839, -0.60237], [-0.78986, -3.50437, 0.20502], [-0.98841, -3.23247, -1.55684], [-0.07167, 0.22349, -1.25453], [1.12439, 1.78106, 0.63181], [1.71432, 2.45479, 1.36783], [-1.87746, 0.96060, 0.67011], [-2.73469, 1.28526, 1.44243], [-1.44686, 0.14067, -3.24281], [-0.80761, -1.13760, -3.08304], [0.62675, -1.17548, -3.01192], [1.40009, 0.02658, -3.15694], [0.72368, 1.26599, -3.31381], [-0.70276, 1.32305, -3.38651], [-2.51386, 0.14748, -3.54843], [-1.35375, -2.04528, -3.34657], [1.13097, -2.13716, -3.18100], [2.45329, -0.03322, -3.45110], [1.29874, 2.14249, -3.65385], [-1.17782, 2.21399, -3.81869], [0.70299, -2.05453, 4.80007], [0.56791, -1.94604, 3.33861], [0.80082, -3.16999, 2.60259], [0.23676, -0.81044, 2.68155], [-0.05603, 0.35049, 3.58619], [0.19100, -0.78767, 1.40100], [0.99935, -3.08330, 5.06375], [-0.24917, -1.83591, 5.33232], [1.50156, -1.37987, 5.18575], [-0.13689, -3.55215, 2.15867], [1.56150, -3.02567, 1.80885], [1.16017, -3.94743, 3.29609], [-0.36838, 1.19510, 2.92852], [-0.84806, 0.12260, 4.30952], [0.81540, 0.63097, 4.18785]], "homo_ev": -20.4560, "total_charge": 4, "homo_lumo_gap_ev": 5.539, "de_lowest_kj_mol": 0.81}



Entry 4:
{"formula": "C42H56Br2Cl5Cs2F4MgN3NaO11PS2", "method": "ωB97M-V/def2-TZVPD", "species": ["C", "C", "C", "C", "C", "C", "P", "C", "O", "C", "C", "N", "C", "C", "C", "C", "C", "N", "C", "C", "N", "C", "C", "C", "C", "C", "C", "C", "C", "C", "C", "C", "C", "C", "C", "Br", "C", "C", "Br", "C", "S", "H", "H", "H", "H", "H", "H", "H", "H", "H", "H", "H", "H", "H", "H", "H", "H", "H", "H", "H", "H", "H", "H", "H", "H", "H", "H", "H", "H", "H", "H", "H", "H", "H", "H", "H", "H", "H", "H", "H", "H", "H", "H", "C", "C", "C", "C", "C", "C", "H", "H", "H", "H", "H", "H", "H", "H", "H", "H", "H", "H", "H", "H", "Mg", "F", "O", "Cl", "O", "O", "O", "C", "O", "O", "O", "C", "Cl", "Cl", "Cl", "Cl", "Cs", "Cs", "Na", "C", "F", "F", "F", "S", "O", "O", "O"], "xyz": [[-3.82637, 1.43186, -2.82117], [-2.41545, 1.79392, -3.05182], [-1.12378, 0.93485, -2.63228], [-0.23485, 0.27404, -3.74006], [1.04993, -0.54461, -3.37755], [1.46756, -0.70942, -1.86498], [3.00791, -1.65391, -1.30841], [4.53350, -0.49530, -1.30869], [3.24059, -2.88516, -2.49565], [0.58319, -0.04495, -0.78398], [-0.71417, 0.76704, -1.15536], [-1.60484, 1.40531, -0.12562], [-2.37406, 0.30783, 0.58417], [-3.00787, 0.69825, 1.90426], [-3.77956, -0.36224, 2.72497], [-3.76677, -1.73013, 2.01165], [-3.08902, -1.86384, 0.65775], [-2.37189, -0.92110, -0.13806], [-0.77358, 2.19531, 0.80412], [-1.24546, 3.67982, 1.05030], [-2.41002, 4.28883, 0.37184], [-3.72165, 3.93670, 1.01523], [-4.87494, 4.81133, 0.24445], [-0.40088, 4.55378, 2.07066], [-0.88435, 6.04668, 2.33684], [0.04253, 7.18481, 1.66832], [-0.94964, 8.43903, 1.32925], [0.73595, 6.76123, 0.28589], [0.86848, 3.95776, 2.78876], [1.62602, 4.94026, 3.81279], [0.81925, 5.06928, 5.23456], [-0.33806, 3.97440, 5.41100], [1.87964, 5.13493, 6.43670], [1.36763, 2.48673, 2.51876], [2.67980, 1.85597, 3.18764], [2.57890, 1.78400, 5.19877], [4.05122, 2.58893, 2.74534], [5.26093, 1.52385, 3.02483], [4.11581, 3.09701, 0.82767], [0.51564, 1.65483, 1.53160], [0.95144, -0.09933, 1.05086], [-4.65781, 2.21400, -3.17068], [-4.05862, 0.42932, -2.27671], [-2.20036, 2.84621, -3.55709], [-0.53293, 0.41786, -4.83777], [1.68145, -0.99592, -4.22430], [5.27368, -0.97324, -0.56055], [4.19938, 0.53536, -0.94601], [5.04707, -0.44981, -2.33975], [3.74233, -2.43571, -3.22565], [-2.93901, 1.75398, 2.32209], [-4.25625, -0.15875, 3.73550], [-4.26581, -2.63280, 2.49756], [-3.16113, -2.91768, 0.17529], [-2.44980, 3.92202, -0.59881], [-3.94771, 2.84404, 0.70019], [-3.76634, 4.09583, 2.14372], [-4.80568, 4.47497, -0.86188], [-4.74660, 5.94725, 0.34833], [-5.91369, 4.44551, 0.59804], [-0.83856, 6.22066, 3.48064], [-1.99056, 6.21326, 2.06221], [0.78080, 7.54213, 2.46441], [-1.21260, 8.45433, 0.20327], [-1.95411, 8.36392, 1.87729], [-0.48551, 9.44091, 1.67258], [1.36816, 7.65163, -0.08048], [-0.10664, 6.54054, -0.47535], [1.42838, 5.86953, 0.45299], [2.67283, 4.57344, 4.09578], [1.77082, 5.96290, 3.31019], [0.29959, 6.09903, 5.20287], [-0.70895, 3.98084, 6.49333], [-0.03203, 2.90383, 5.16423], [-1.20756, 4.24070, 4.71070], [2.34974, 4.13418, 6.72113], [1.35998, 5.54985, 7.36768], [2.73493, 5.81802, 6.09184], [2.80591, 0.75271, 2.86754], [4.30910, 3.50231, 3.38358], [5.97305, 1.44555, 2.12269], [4.88110, 0.49632, 3.34504], [5.92422, 1.90719, 3.89248], [1.91395, -4.79865, -5.50004], [2.42978, -5.56370, -4.28877], [3.93601, -5.82560, -4.33560], [4.41340, -6.69547, -5.50328], [3.77084, -8.08162, -5.58956], [4.06686, -8.95838, -4.38149], [2.06153, -5.36003, -6.42588], [0.84237, -4.60763, -5.39677], [2.42153, -3.83339, -5.59658], [1.87965, -6.50385, -4.18721], [2.20834, -4.98038, -3.38981], [4.24205, -6.28526, -3.39066], [4.46183, -4.86369, -4.38575], [5.50154, -6.81391, -5.42253], [4.23931, -6.16755, -6.44679], [4.15201, -8.58343, -6.48602], [2.68832, -7.99421, -5.72608], [5.14537, -9.09314, -4.25295], [3.61676, -9.94514, -4.51352], [3.65970, -8.53111, -3.46231], [-4.23455, 6.84372, 1.98450], [-4.33697, -4.51312, 0.13101], [-6.01519, -5.64947, -2.10883], [-7.01746, -5.74284, -1.07241], [-7.05605, -4.49805, -0.32535], [-6.69373, -6.82848, -0.18205], [-8.31199, -5.97770, -1.67481], [-2.03361, 1.31934, -7.11158], [-0.85455, 0.97713, -7.04888], [-2.92108, 0.99701, -6.28927], [-2.52777, 2.04328, -8.00334], [-2.08422, 3.92324, 9.88210], [-1.49094, 2.84755, 11.17532], [-3.30654, 5.02187, 10.54475], [-0.72473, 4.87247, 9.22745], [-2.80212, 2.94823, 8.58637], [-5.53016, -0.14831, -2.72898], [-3.24660, 2.74274, -4.98802], [0.67747, 2.90453, 10.08352], [0.81910, -13.10760, -2.81050], [0.97630, -13.76568, -1.63587], [1.75493, -13.61447, -3.65067], [-0.37913, -13.50459, -3.30330], [0.94459, -11.26115, -2.62263], [2.28042, -11.01877, -2.08723], [-0.12287, -10.89680, -1.69762], [0.75334, -10.72277, -3.96563]], "homo_ev": -6.8267, "homo_lumo_gap_ev": 1.262, "de_lowest_kj_mol": 1442.00}



Entry 5:
{"formula": "CH3N3O", "method": "ωB97M-V/def2-TZVPD", "species": ["H", "N", "C", "N", "N", "O", "H", "H"], "xyz": [[-0.76219, 1.32650, -1.28544], [-1.28734, 1.04660, -0.45990], [-0.68682, 0.29124, 0.31706], [0.42460, -1.00869, -0.11825], [1.54864, -0.42921, 0.05875], [1.32597, 0.78809, 0.31024], [-1.01586, 0.01168, 1.31324], [0.45301, -2.02621, -0.13570]], "homo_ev": -9.7333, "smiles": "[H]/N=C\\NN=O", "homo_lumo_gap_ev": 10.333, "de_lowest_kj_mol": 434.64}